[1]
{"formula": "C14H33BF4GdN2O4Si3", "method": "ωB97M-V/def2-TZVPD", "symbols": ["Gd", "N", "C", "C", "O", "N", "C", "C", "O", "O", "H", "H", "H", "H", "H", "H", "C", "O", "Si", "C", "C", "C", "Si", "C", "C", "C", "Si", "C", "C", "C", "H", "H", "H", "H", "H", "H", "H", "H", "H", "H", "H", "H", "H", "H", "H", "H", "H", "H", "H", "H", "H", "H", "H", "H", "H", "H", "H", "F", "B", "F", "F", "F"], "positions_angstrom": [[1.45589, 0.92902, -0.05642], [2.79946, -1.25083, 0.50257], [2.94642, -1.33444, 1.96955], [2.94237, 0.04553, 2.62227], [3.78593, 0.30184, 3.47870], [1.94751, 0.85382, 2.19182], [1.94633, 2.21100, 2.73230], [1.43446, 3.24610, 1.72881], [0.81660, 4.22050, 2.12482], [1.72764, 2.99517, 0.47758], [2.47862, -2.13068, 0.11749], [3.69621, -1.05968, 0.06699], [3.86174, -1.84126, 2.27209], [2.09618, -1.88940, 2.36448], [2.96211, 2.50809, 3.01178], [1.32712, 2.29009, 3.62761], [-1.10615, 3.62380, -0.42113], [-0.77479, 2.23789, -0.45497], [-1.75579, 0.99108, 0.11550], [-3.43624, 1.17074, -0.67197], [-1.96822, 1.25581, 1.94224], [-0.73372, -0.43348, -0.33822], [-0.70523, -0.71892, -2.16441], [-0.67467, 0.85013, -3.19043], [-2.22159, -1.63541, -2.79222], [0.78848, -1.71484, -2.69310], [-1.11293, -1.90354, 0.69309], [-0.72919, -1.66165, 2.51943], [-0.22799, -3.46974, 0.15286], [-2.94049, -2.34265, 0.61875], [-1.23131, 3.97612, 0.60317], [-2.01465, 3.80037, -1.00454], [-0.27488, 4.17439, -0.85329], [-3.94415, 2.06305, -0.29281], [-4.06104, 0.30305, -0.43883], [-3.36650, 1.24950, -1.75951], [-2.45752, 2.21902, 2.11715], [-1.00523, 1.26711, 2.46166], [-2.58375, 0.47639, 2.40087], [-1.65607, 1.33285, -3.17711], [-0.45121, 0.56507, -4.22408], [0.05679, 1.59699, -2.88646], [-3.14104, -1.11828, -2.50367], [-2.28128, -2.65921, -2.40992], [-2.18575, -1.68646, -3.88577], [1.74177, -1.26665, -2.39512], [0.80852, -1.78638, -3.78574], [0.75234, -2.72747, -2.28754], [-0.06257, -0.81440, 2.69434], [-0.26195, -2.56081, 2.93558], [-1.64528, -1.47871, 3.08841], [0.86104, -3.37053, 0.15901], [-0.52599, -3.78284, -0.85147], [-0.49206, -4.27552, 0.84573], [-3.55482, -1.55504, 1.06747], [-3.13064, -3.26482, 1.17888], [-3.28027, -2.48752, -0.41016], [4.62409, 1.93871, -2.51601], [3.81318, 1.10129, -1.81173], [3.88572, 1.30021, -0.40319], [4.03808, -0.24945, -2.08488], [2.40033, 1.37589, -2.11832]], "mulliken_spin": [7.377, -0.014, -0.005, -0.004, -0.007, -0.100, -0.003, 0.004, -0.005, -0.042, 0.001, 0.000, 0.000, 0.000, -0.001, -0.003, 0.002, -0.045, -0.035, -0.003, 0.009, -0.100, -0.011, 0.002, -0.004, 0.007, 0.008, 0.000, -0.001, -0.007, 0.000, 0.000, 0.000, 0.000, 0.000, 0.000, 0.001, -0.003, 0.000, 0.000, 0.000, -0.001, 0.000, 0.000, -0.001, -0.006, 0.001, -0.001, 0.002, 0.001, 0.000, 0.001, 0.000, 0.000, 0.000, -0.001, 0.001, 0.000, -0.002, -0.006, 0.000, -0.008], "homo_ev": [-5.6, -5.7], "s2": 15.9055, "spin_multiplicity": 8, "charge": -1}

=====

[2]
{"formula": "C3HLiO4Tl", "method": "ωB97M-V/def2-TZVPD", "symbols": ["O", "C", "O", "Tl", "O", "C", "C", "O", "Li", "H"], "positions_angstrom": [[-1.99643, -0.33102, -0.05342], [-1.71640, 0.78369, -0.21667], [-1.49124, 1.91670, -0.27276], [-1.33368, -2.59065, 0.09616], [0.72308, -1.89903, 0.35866], [1.18382, -0.63174, 0.41089], [1.33334, 0.53044, 0.05661], [1.50986, 1.69746, -0.37607], [0.34276, 3.06828, -0.39755], [1.44488, -2.54412, 0.39415]], "nbo_charge": [-0.584, 1.131, -0.535, 0.933, -0.799, -0.115, 0.342, -0.877, 0.972, 0.534], "homo_ev": -11.3, "charge": 1}

=====

[3]
{"formula": "C7H18", "method": "ωB97M-V/def2-TZVPD", "symbols": ["C", "C", "C", "C", "H", "H", "H", "H", "H", "H", "H", "H", "H", "H", "C", "C", "C", "H", "H", "H", "H", "H", "H", "H", "H"], "positions_angstrom": [[0.89173, 0.10719, -0.56479], [1.60687, -0.64239, 0.58672], [1.64176, -2.11697, 0.20807], [3.00639, -0.09660, 0.83094], [1.57009, -0.06041, -1.40846], [0.83399, 1.15880, -0.31708], [-0.02709, -0.41108, -0.78947], [0.96225, -0.57720, 1.46728], [1.84282, -2.27312, -0.85525], [2.25322, -2.77751, 0.82513], [0.65196, -2.58193, 0.30626], [3.16208, 0.95128, 0.56128], [3.35087, -0.13246, 1.86343], [3.66541, -0.65549, 0.16372], [-2.35512, 0.15913, 0.77329], [-2.86746, 0.87211, -0.45574], [-1.87063, 1.68338, -1.26655], [-1.72108, 0.82531, 1.35580], [-1.87450, -0.79318, 0.53901], [-3.14085, -0.28142, 1.39347], [-3.27679, 0.15357, -1.16146], [-3.78003, 1.45547, -0.29292], [-1.45232, 2.60644, -0.85411], [-1.09334, 1.04148, -1.65330], [-2.32342, 2.12475, -2.16460]], "nbo_charge": [-0.599, -0.225, -0.612, -0.613, 0.197, 0.213, 0.207, 0.193, 0.200, 0.211, 0.204, 0.205, 0.214, 0.204, -0.616, -0.409, -0.612, 0.207, 0.204, 0.214, 0.196, 0.199, 0.203, 0.209, 0.207], "homo_ev": -10.9, "smiles": "CC(C)C.CCC", "charge": 0}

=====

[4]
{"formula": "C2H2Cl2O2S", "method": "ωB97M-V/def2-TZVPD", "symbols": ["C", "C", "O", "O", "S", "Cl", "Cl", "H", "H"], "positions_angstrom": [[0.31869, -0.11605, 0.17426], [-1.04699, -0.05388, -0.18099], [2.39938, -1.18561, 1.06196], [1.15550, 0.78024, -0.18099], [1.04373, -1.50601, 0.94052], [-1.27885, 0.63425, -1.90848], [-1.84325, 1.09562, 0.96655], [-1.44657, -1.00703, -0.09265], [0.69836, 1.35847, -0.78018]], "nbo_charge": [0.007, -0.225, -0.918, -0.605, 1.084, -0.063, -0.013, 0.239, 0.494], "homo_ev": [-8.7, -8.7], "charge": 0}

=====

Energy relative to the best compared isomer or geometry (same formula, charge and spin) in kJ/mol, matching the order above: 0.0, 0.0, 72.3, 182.8